# 1
87
Properties=species:S:1:pos:R:3:lowdin_charge:R:1 method="wB97M-V/def2-TZVPD" homo_ev=-9.52 orbital_gap_ev=9.76 smiles="COB(O)[C@@]1(CCCI)OC(=O)O[C@H]1S.CCCC#N.CCCC#N.CCCC#N.CCCC#N.CCCC#N" total_charge=0
C 0.400 -6.040 0.358 -0.04
O 1.410 -5.034 0.486 0.06
B 1.192 -3.910 -0.236 -0.61
O -0.042 -3.624 -0.779 0.16
C 2.364 -2.812 -0.447 -0.26
C 3.734 -3.283 -0.946 -0.12
C 4.339 -4.472 -0.192 -0.29
C 5.608 -4.905 -0.977 -0.58
I 5.019 -6.336 -2.503 0.76
O 1.896 -1.989 -1.587 0.05
C 2.448 -0.778 -1.422 -0.65
O 2.508 0.067 -2.191 0.21
O 2.993 -0.646 -0.155 -0.01
C 2.329 -1.700 0.582 -0.46
S 0.644 -0.987 0.863 0.89
H -0.603 -5.674 0.554 0.09
H 0.441 -6.550 -0.602 0.10
H 0.620 -6.797 1.108 0.09
H -0.040 -3.709 -1.739 0.13
H 3.742 -3.487 -2.014 0.12
H 4.424 -2.446 -0.801 0.14
H 3.696 -5.343 -0.152 0.06
H 4.691 -4.192 0.801 0.12
H 6.302 -5.448 -0.351 0.03
H 6.048 -4.023 -1.430 0.05
H 2.871 -1.826 1.512 0.13
H 0.897 0.280 1.263 -0.12
C -0.738 4.816 -1.368 -0.10
C 0.412 3.860 -1.673 -0.25
C 0.052 2.391 -1.425 -0.16
C -0.306 2.183 -0.018 -0.23
N -0.593 2.049 1.070 0.17
H -1.023 4.776 -0.315 0.05
H -0.448 5.843 -1.586 0.08
H -1.617 4.577 -1.971 0.08
H 1.276 4.133 -1.063 0.11
H 0.708 3.976 -2.717 0.11
H 0.897 1.745 -1.668 0.10
H -0.791 2.091 -2.048 0.13
C -3.196 4.601 4.582 -0.11
C -3.892 4.043 3.344 -0.28
C -3.165 4.391 2.040 -0.19
C -3.100 5.849 1.850 -0.25
N -3.050 6.974 1.703 0.14
H -3.166 5.693 4.570 0.07
H -3.729 4.301 5.483 0.07
H -2.170 4.231 4.656 0.06
H -4.904 4.419 3.309 0.07
H -3.957 2.958 3.430 0.09
H -3.691 3.954 1.190 0.10
H -2.149 3.992 2.049 0.08
C -9.238 5.406 0.963 -0.11
C -7.902 6.058 0.622 -0.26
C -6.848 5.050 0.155 -0.18
C -6.576 4.061 1.209 -0.22
N -6.366 3.313 2.037 0.18
H -9.139 4.703 1.792 0.07
H -9.964 6.161 1.262 0.07
H -9.643 4.867 0.104 0.08
H -7.531 6.595 1.497 0.11
H -8.055 6.797 -0.166 0.11
H -5.917 5.563 -0.090 0.11
H -7.189 4.524 -0.738 0.12
C -0.322 -0.678 5.825 -0.11
C -0.695 -0.116 4.458 -0.27
C -1.218 1.320 4.515 -0.19
C -2.434 1.415 5.334 -0.25
N -3.378 1.505 5.958 0.17
H -1.188 -0.732 6.486 0.07
H 0.074 -1.690 5.725 0.07
H 0.440 -0.063 6.308 0.08
H -1.448 -0.762 4.001 0.11
H 0.180 -0.136 3.808 0.08
H -1.452 1.670 3.509 0.08
H -0.463 1.986 4.938 0.12
C 5.725 -6.851 -6.588 -0.12
C 6.311 -5.866 -7.592 -0.26
C 7.479 -5.060 -7.016 -0.18
C 7.043 -4.262 -5.853 -0.24
N 6.708 -3.637 -4.968 0.15
H 5.321 -6.326 -5.724 0.01
H 4.913 -7.422 -7.040 0.07
H 6.481 -7.557 -6.238 0.08
H 5.527 -5.183 -7.926 0.11
H 6.656 -6.413 -8.472 0.11
H 7.877 -4.380 -7.769 0.12
H 8.284 -5.725 -6.702 0.12

# 2
45
Properties=species:S:1:pos:R:3:lowdin_charge:R:1 method="wB97M-V/def2-TZVPD" homo_ev=-8.70 orbital_gap_ev=8.76 de_lowest_kj_mol=1580.87 total_charge=0
C -0.403 2.512 -1.182 -0.09
H -0.370 2.848 -0.234 0.05
O 0.059 1.241 -1.363 -0.05
C 1.197 0.742 -0.962 -0.37
C 2.083 1.440 -0.466 -0.07
C 3.249 1.062 0.109 -0.03
C 3.583 -0.294 -0.032 -0.17
C 2.726 -0.986 -0.945 0.06
C 1.442 -0.538 -1.282 -0.15
C 0.539 -1.531 -1.844 -0.05
N -0.685 -1.548 -0.940 0.09
C -2.034 -1.460 -1.412 -0.46
O -2.312 -1.357 -2.490 0.20
C -2.741 -1.854 -0.049 -0.29
N -1.753 -2.368 0.713 0.08
C -0.556 -2.240 0.483 -0.43
O 0.586 -2.595 0.977 0.02
H -1.965 -2.677 1.872 0.30
C -3.554 -0.686 0.329 -0.16
H -4.193 -1.049 1.431 0.19
H -4.464 -0.659 -0.470 0.18
C -3.056 0.640 0.765 -0.65
C -2.118 0.682 1.951 -0.03
H -2.792 0.343 2.923 0.16
H -1.266 0.062 1.602 0.08
H -1.643 1.593 2.060 0.04
C -3.963 1.484 0.641 -0.21
H -3.452 2.793 0.758 0.20
H -4.611 1.670 -0.178 0.08
H -4.642 1.474 1.531 0.11
H -2.261 0.823 -0.291 0.20
H -3.436 -2.818 -0.479 0.23
H 0.106 -0.991 -2.715 0.14
H 0.964 -2.560 -2.109 0.16
H 3.003 -2.096 -1.004 0.15
C 5.041 -0.527 0.182 -0.20
O 5.397 -1.788 -0.469 -0.14
C 5.868 0.108 1.338 0.00
H 5.301 0.397 1.987 -0.06
H 6.070 1.129 0.666 0.15
H 6.831 -0.568 1.498 0.14
H 3.849 1.905 0.775 0.17
H 1.706 2.603 -0.079 0.20
H 0.208 2.996 -1.787 0.04
H -1.538 2.645 -1.810 0.19

# 3
44
Properties=species:S:1:pos:R:3:mulliken_spin:R:1 method="wB97M-V/def2-TZVPD" homo_ev="-17.71 / -17.72" multiplicity=5 orbital_gap_ev="6.84 / 4.30" de_lowest_kj_mol=63.05 total_charge=+3
Ru -0.637 -0.394 0.095 2.48
C -1.166 1.649 3.113 0.01
N 0.136 2.066 2.666 -0.02
C 1.175 2.450 3.450 0.29
C 2.230 2.711 2.617 0.23
N 1.846 2.489 1.334 0.05
B 2.767 2.763 0.159 0.04
N 2.506 1.908 -1.080 -0.01
C 2.797 2.340 -2.334 0.03
C 2.550 1.324 -3.221 0.02
N 2.102 0.269 -2.500 0.02
C 1.707 -1.013 -3.013 0.00
C 2.080 0.625 -1.193 -0.03
S 1.705 -0.493 0.056 0.27
C 0.538 2.113 1.373 0.20
S -0.572 1.943 0.066 0.21
H -1.167 1.569 4.200 0.00
H -1.414 0.657 2.684 -0.01
H -1.928 2.375 2.814 0.00
H 1.107 2.511 4.521 -0.01
H 3.225 3.021 2.871 0.00
H 2.705 3.920 -0.126 0.03
H 3.905 2.633 0.497 0.02
H 3.135 3.339 -2.533 0.00
H 2.648 1.299 -4.289 0.00
H 1.621 -0.962 -4.096 0.00
H 0.736 -1.301 -2.583 0.00
H 2.447 -1.776 -2.761 0.00
C -4.136 -0.263 0.239 0.01
Se -2.821 -0.423 -1.173 0.00
C -3.073 -2.356 -1.546 -0.01
C -2.687 -3.299 -0.421 0.01
Se -1.135 -2.658 0.647 0.11
C 0.033 -4.194 0.684 0.03
H -5.124 -0.264 -0.225 0.01
H -3.998 0.688 0.749 0.00
H -4.049 -1.092 0.942 0.00
H -2.494 -2.548 -2.454 0.00
H -4.133 -2.476 -1.787 0.00
H -2.401 -4.273 -0.828 0.00
H -3.513 -3.458 0.280 0.00
H -0.326 -4.895 1.440 0.00
H 1.030 -3.854 0.959 0.00
H 0.043 -4.671 -0.296 0.01

# 4
26
Properties=species:S:1:pos:R:3:lowdin_charge:R:1 method="wB97M-V/def2-TZVPD" homo_ev=-14.75 orbital_gap_ev=11.55 de_lowest_kj_mol=84.67 total_charge=+1
C 3.471 1.350 -2.140 -0.06
C 2.468 1.467 -1.050 -0.12
C 1.227 1.052 -1.142 -0.08
N 0.290 1.174 0.018 0.20
H 3.047 1.007 -3.078 0.09
H 3.991 2.291 -2.320 0.09
H 4.245 0.649 -1.818 0.10
H 2.816 1.891 -0.112 0.13
H 0.739 0.645 -2.013 0.13
H 0.687 0.935 0.925 0.17
H -0.155 2.093 0.015 0.17
H -0.485 0.508 -0.128 0.09
C -0.473 -2.504 0.198 -0.10
C -1.608 -1.491 0.254 -0.29
C -1.709 -0.779 1.605 -0.28
C -2.606 0.460 1.618 -0.10
H 0.477 -2.015 0.436 0.06
H -0.331 -2.904 -0.806 0.08
H -0.626 -3.320 0.897 0.08
H -2.560 -1.982 0.044 0.12
H -1.528 -0.799 -0.603 0.09
H -0.714 -0.554 2.001 0.09
H -2.138 -1.509 2.297 0.12
H -2.121 1.349 1.206 0.05
H -2.881 0.691 2.643 0.08
H -3.521 0.294 1.054 0.09

# 5
52
Properties=species:S:1:pos:R:3:mulliken_spin:R:1 method="wB97M-V/def2-TZVPD" homo_ev="-17.25 / -17.23" multiplicity=2 orbital_gap_ev="6.13 / 3.64" total_charge=+3
Pd 0.872 -0.251 -0.724 0.00
C -2.047 -0.173 -3.776 0.29
C -0.697 -0.403 -3.357 0.24
N -0.629 -0.174 -2.078 0.13
N -1.884 0.207 -1.604 0.09
C -2.739 0.213 -2.586 0.23
B -2.136 0.435 -0.037 0.00
N -1.681 -0.897 0.589 0.01
C -2.297 -1.899 1.229 0.00
C -1.371 -2.889 1.525 0.01
C -0.167 -2.443 1.013 0.00
N -0.364 -1.226 0.488 0.00
N -1.166 1.530 0.441 0.00
C -1.322 2.569 1.276 0.00
C -0.109 3.223 1.419 0.00
C 0.781 2.499 0.645 0.00
N 0.134 1.489 0.049 0.01
N -3.575 0.731 0.087 0.00
C -4.343 1.858 0.256 0.00
C -5.647 1.503 0.137 0.00
C -5.618 0.122 -0.121 0.00
N -4.380 -0.345 -0.159 0.00
H -2.463 -0.278 -4.767 -0.02
H 0.159 -0.733 -3.929 0.01
H -3.784 0.453 -2.440 0.00
H -3.353 -1.841 1.437 0.00
H -1.554 -3.814 2.044 0.00
H 0.803 -2.912 0.989 0.00
H -2.265 2.777 1.748 0.00
H 0.091 4.102 2.005 0.00
H 1.837 2.649 0.491 0.00
H -3.934 2.844 0.391 0.00
H -6.502 2.149 0.218 0.00
H -6.451 -0.544 -0.283 0.00
N 2.281 0.511 -2.075 0.00
N 2.533 -0.552 -2.983 0.00
C 2.328 -1.869 -2.491 0.00
O 2.799 -2.821 -3.008 0.00
O 1.478 -1.934 -1.454 0.00
H 1.934 1.320 -2.591 0.00
H 3.117 0.786 -1.555 0.00
H 3.395 -0.457 -3.514 0.00
N 6.387 -0.618 2.836 0.00
C 5.073 -0.583 2.776 0.00
N 4.339 -0.478 3.875 0.00
N 4.530 -0.673 1.538 0.00
C 3.372 -0.495 1.115 0.00
N 2.324 -0.362 0.597 0.00
H 6.891 -0.613 3.710 0.00
H 6.917 -0.703 1.982 0.00
H 4.763 -0.441 4.791 0.00
H 3.337 -0.550 3.835 0.00

# 6
80
Properties=species:S:1:pos:R:3:lowdin_charge:R:1 method="wB97M-V/def2-TZVPD" homo_ev=-6.08 orbital_gap_ev=8.27 de_lowest_kj_mol=202.60 total_charge=-1
Co 0.586 -0.918 -0.215 0.51
C -2.753 -2.550 0.245 -0.04
C -1.856 -2.087 1.335 -0.33
C -2.105 -2.371 2.686 -0.02
C -1.137 -1.706 3.388 -0.07
N -0.348 -1.070 2.509 0.04
N -0.759 -1.328 1.237 0.03
B 0.584 0.103 2.829 -0.63
N 2.034 -0.330 2.486 0.05
C 3.177 -0.422 3.174 -0.06
C 4.194 -0.700 2.296 -0.02
C 3.585 -0.768 1.041 -0.31
C 4.360 -1.039 -0.212 -0.03
N 2.264 -0.545 1.167 0.08
N 0.260 1.325 1.947 0.02
C 0.219 2.606 2.356 -0.07
C -0.146 3.385 1.285 -0.02
C -0.320 2.479 0.225 -0.33
C -0.767 2.831 -1.156 -0.02
N -0.063 1.241 0.630 0.10
N 0.352 0.524 4.299 -0.01
C 1.106 0.633 5.419 -0.08
C 0.317 1.126 6.428 -0.03
C -0.947 1.302 5.829 -0.36
C -2.209 1.817 6.444 -0.04
N -0.914 0.943 4.561 0.12
H -3.679 -2.900 0.705 0.08
H -2.326 -3.358 -0.342 0.06
H -2.992 -1.742 -0.440 0.07
H -2.917 -2.960 3.075 0.10
H -0.986 -1.600 4.447 0.12
H 3.221 -0.305 4.237 0.09
H 5.237 -0.843 2.519 0.10
H 5.265 -1.585 0.056 0.08
H 4.662 -0.108 -0.693 0.08
H 3.821 -1.624 -0.945 0.05
H 0.434 2.871 3.377 0.12
H -0.291 4.451 1.259 0.09
H -1.064 3.879 -1.176 0.08
H -1.610 2.215 -1.470 0.08
H 0.013 2.673 -1.903 0.05
H 2.145 0.378 5.460 0.08
H 0.610 1.330 7.444 0.09
H -2.061 2.040 7.500 0.07
H -3.010 1.083 6.355 0.07
H -2.540 2.728 5.943 0.07
O 0.025 -2.277 -4.015 -0.28
As -1.348 -1.925 -2.954 0.95
O -2.249 -3.292 -2.922 -0.47
O -0.658 -1.613 -1.454 -0.47
C -2.528 -0.582 -3.753 -0.21
C -3.842 -1.048 -3.762 -0.10
C -4.888 -0.221 -4.154 -0.09
C -4.630 1.085 -4.526 -0.09
C -3.322 1.549 -4.554 -0.06
C -2.272 0.718 -4.197 -0.26
S -0.609 1.316 -4.429 0.41
O -0.083 0.535 -5.533 -0.34
O -0.730 2.739 -4.691 -0.34
O 0.004 0.993 -3.144 -0.37
H -0.271 -3.014 -4.564 0.05
H -4.026 -2.061 -3.428 0.09
H -5.902 -0.601 -4.145 0.10
H -5.442 1.743 -4.813 0.10
H -3.083 2.551 -4.881 0.10
Cl 0.657 -3.935 0.741 0.59
C 1.364 -2.696 -0.314 -0.57
H 1.225 -3.034 -1.333 0.01
H 2.407 -2.650 -0.037 -0.01
I 3.211 -1.367 -5.470 0.93
C 2.843 -0.296 -3.732 -0.69
C 3.317 0.990 -3.568 -0.11
C 3.028 1.648 -2.383 -0.04
C 2.292 1.001 -1.414 -0.13
N 1.833 -0.245 -1.582 0.00
C 2.080 -0.873 -2.731 -0.21
H 3.885 1.474 -4.351 0.10
H 3.360 2.663 -2.211 0.11
H 2.049 1.474 -0.474 0.11
H 1.655 -1.856 -2.863 0.07

# 7
12
Properties=species:S:1:pos:R:3:lowdin_charge:R:1 method="wB97M-V/def2-TZVPD" homo_ev="-9.75 / -10.27" orbital_gap_ev="6.86 / 8.03" total_charge=0
C 1.639 -0.103 -0.526 -0.66
C -1.242 0.330 0.410 -0.70
N 1.836 0.978 0.331 -0.45
N -1.347 -0.971 0.014 -0.39
O 2.211 0.730 1.428 0.08
O 1.482 2.075 -0.071 0.08
O -1.969 -1.241 -1.039 0.03
O -0.730 -1.838 0.713 -0.04
F 1.194 0.117 -1.711 0.14
F -0.669 0.564 1.587 0.11
Cl 1.808 -1.714 -0.010 0.91
Cl -2.222 1.483 -0.277 0.91

# 8
19
Properties=species:S:1:pos:R:3:mulliken_spin:R:1 method="wB97M-V/def2-TZVPD" homo_ev="-14.73 / -14.73" multiplicity=2 orbital_gap_ev="10.79 / 5.31" de_lowest_kj_mol=101.43 total_charge=+1
C -1.298 -0.787 2.078 0.03
N -1.957 -0.655 0.757 0.88
H -0.406 -0.126 2.085 0.07
H -1.176 -1.868 2.186 0.00
H -1.981 -0.420 2.837 0.02
H -2.005 0.293 0.357 0.00
H -1.360 -1.139 0.067 0.00
H 0.882 1.814 -2.814 0.00
H 1.085 1.873 -1.233 0.00
O 1.449 1.591 -2.085 0.00
H -2.035 2.244 -0.829 0.00
H -0.795 2.032 -1.791 0.00
O -1.247 1.732 -1.006 0.00
H 1.260 -1.156 -0.751 0.00
H 0.379 -2.544 -0.855 0.00
O 0.983 -1.946 -1.254 0.00
H 2.863 0.018 0.020 0.00
H 2.311 -0.478 1.419 0.00
O 3.050 -0.476 0.813 0.00